(1)
The following is a DFT calculation (wB97M-V/def2-TZVPD) of a structure of composition C40H34Cl3FN5O6ReS.

For the HOMO-LUMO gap (spin up / spin down), the calculation gives 5.214 / 5.211 eV. The net charge is +1. The energy above the lowest of the compared OMol25 structures with the same formula, charge and spin comes out at 75.49 kcal per mole. The multiplicity is 2.

CARTESIAN COORDINATES (ANGSTROEM)
1 Re -0.133 0.249 0.290
2 F 6.211 0.802 -2.143
3 C 5.868 0.446 -0.893
4 C 4.553 0.507 -0.550
5 C 4.149 0.175 0.745
6 C 2.750 0.267 1.107
7 O 1.933 0.639 0.225
8 C 2.390 -0.084 2.426
9 C 3.381 -0.468 3.289
10 N 4.681 -0.565 2.965
11 C 5.647 -0.829 4.012
12 C 6.461 -2.088 3.971
13 C 5.366 -1.926 4.984
14 C 5.104 -0.231 1.678
15 C 6.452 -0.289 1.305
16 C 6.862 0.054 0.026
17 N 8.236 -0.031 -0.310
18 C 8.677 0.088 -1.703
19 C 10.173 -0.247 -1.765
20 N 10.492 -1.147 -0.608
21 C 10.424 -0.367 0.678
22 C 9.208 0.565 0.596
23 C 0.995 0.038 2.977
24 O 0.777 -0.278 4.119
25 O 0.068 0.575 2.196
26 H 3.823 0.845 -1.275
27 H 3.115 -0.705 4.311
28 H 6.118 0.069 4.395
29 H 7.489 -2.028 4.300
30 H 6.276 -2.776 3.156
31 H 5.625 -1.758 6.019
32 H 4.471 -2.515 4.829
33 H 7.178 -0.630 2.027
34 H 8.533 1.086 -2.123
35 H 8.114 -0.616 -2.311
36 H 10.808 0.630 -1.661
37 H 10.429 -0.750 -2.694
38 H 11.401 -1.595 -0.714
39 H 9.775 -1.876 -0.573
40 H 11.356 0.185 0.780
41 H 10.343 -1.087 1.490
42 H 9.506 1.562 0.249
43 H 8.787 0.688 1.588
44 N -0.179 2.450 0.129
45 C 0.071 2.842 -1.259
46 C -0.024 4.153 -1.692
47 C 0.316 4.452 -3.003
48 C 0.740 3.449 -3.872
49 C 0.773 2.131 -3.445
50 C 0.440 1.833 -2.135
51 S 1.208 3.849 -5.558
52 O 1.872 2.636 -6.011
53 O 2.076 5.001 -5.394
54 O -0.068 4.125 -6.189
55 H -0.996 2.910 0.524
56 H 0.596 2.732 0.728
57 H -0.327 4.935 -1.004
58 H 0.287 5.471 -3.366
59 H 1.091 1.372 -4.147
60 H 0.510 0.792 -1.796
61 Cl -5.228 -1.427 1.099
62 C -4.735 -0.055 0.108
63 Cl -5.384 1.457 0.753
64 Cl -5.224 -0.282 -1.567
65 C -3.270 0.043 0.169
66 N -2.124 0.119 0.213
67 C 0.406 -1.599 0.192
68 C 1.227 -2.554 0.280
69 C 2.268 -3.399 0.372
70 C 2.630 -3.922 1.708
71 C 3.950 -4.251 2.029
72 C 4.272 -4.702 3.300
73 C 3.289 -4.809 4.276
74 C 1.979 -4.462 3.974
75 C 1.652 -4.029 2.700
76 C 3.058 -3.718 -0.838
77 C 3.147 -2.784 -1.873
78 C 3.879 -3.062 -3.015
79 C 4.528 -4.284 -3.144
80 C 4.433 -5.226 -2.129
81 C 3.705 -4.947 -0.982
82 H 4.723 -4.157 1.276
83 H 5.292 -4.984 3.531
84 H 3.542 -5.167 5.266
85 H 1.208 -4.542 4.728
86 H 0.628 -3.777 2.458
87 H 2.629 -1.837 -1.772
88 H 3.930 -2.331 -3.812
89 H 5.088 -4.508 -4.042
90 H 4.910 -6.191 -2.238
91 H 3.606 -5.699 -0.211

---

(2)
The following is a DFT calculation (wB97M-V/def2-TZVPD) of a structure of composition C40H34I2N6O14S4V.

For the HOMO-LUMO gap (spin up / spin down), the calculation gives 6.694 / 6.982 eV. The energy above the lowest of the compared OMol25 structures with the same formula, charge and spin comes out at 0.00 kcal per mole. The multiplicity is 2.

CARTESIAN COORDINATES (ANGSTROEM)
1 V 0.512 -0.114 0.301
2 I 5.964 5.098 -0.630
3 C 4.423 3.696 -0.787
4 C 4.439 2.779 -1.825
5 C 3.427 1.834 -1.899
6 I 3.351 0.499 -3.508
7 C 2.404 1.773 -0.944
8 O 1.480 0.802 -0.969
9 C 2.360 2.776 0.033
10 C 1.179 2.802 0.963
11 N 1.037 1.513 1.700
12 C 2.128 1.366 2.679
13 C 2.382 -0.068 3.026
14 C 2.950 -0.437 4.237
15 C 3.203 -1.776 4.469
16 C 2.864 -2.704 3.492
17 C 2.306 -2.245 2.318
18 N 2.089 -0.951 2.080
19 C 3.382 3.706 0.124
20 H 5.219 2.798 -2.574
21 H 1.290 3.625 1.671
22 H 0.263 2.955 0.397
23 H 0.143 1.513 2.194
24 H 3.039 1.749 2.223
25 H 1.923 1.949 3.576
26 H 3.183 0.315 4.981
27 H 3.654 -2.096 5.401
28 H 3.026 -3.763 3.645
29 H 2.017 -2.933 1.532
30 H 3.360 4.454 0.910
31 C -4.294 2.801 -3.376
32 C -3.660 1.562 -4.013
33 S -2.181 0.932 -3.155
34 C -0.844 1.255 -4.343
35 C -0.434 2.713 -4.503
36 S 0.210 3.454 -2.971
37 C -0.872 4.902 -2.756
38 C -2.309 4.596 -2.329
39 S -3.447 4.368 -3.738
40 H -4.388 2.690 -2.295
41 H -5.295 2.935 -3.788
42 H -3.392 1.763 -5.051
43 H -4.380 0.740 -3.996
44 H -1.146 0.851 -5.311
45 H -0.015 0.656 -3.963
46 H -1.286 3.312 -4.807
47 H 0.342 2.791 -5.268
48 H -0.841 5.502 -3.667
49 H -0.375 5.471 -1.968
50 H -2.702 5.427 -1.740
51 H -2.339 3.701 -1.719
52 O 1.099 -3.028 -2.121
53 C 1.660 -2.434 -1.248
54 O 1.011 -1.614 -0.402
55 C 3.130 -2.607 -1.002
56 C 3.889 -1.642 -0.357
57 C 5.223 -1.885 -0.109
58 C 5.838 -3.060 -0.492
59 C 5.062 -3.989 -1.150
60 C 3.722 -3.786 -1.415
61 N 5.685 -5.270 -1.560
62 O 4.963 -6.098 -2.078
63 O 6.873 -5.407 -1.349
64 N 6.005 -0.881 0.642
65 O 5.413 0.101 1.043
66 O 7.182 -1.105 0.823
67 H 3.461 -0.706 -0.043
68 H 6.879 -3.248 -0.280
69 H 3.152 -4.536 -1.946
70 O -2.401 2.401 0.282
71 C -2.146 1.264 0.028
72 O -0.851 0.843 -0.041
73 C -3.183 0.206 -0.170
74 C -2.864 -1.081 -0.601
75 C -3.842 -2.060 -0.657
76 C -5.141 -1.763 -0.275
77 C -5.438 -0.472 0.115
78 C -4.486 0.524 0.168
79 N -6.825 -0.147 0.506
80 O -7.156 1.023 0.472
81 O -7.549 -1.071 0.831
82 H -1.862 -1.315 -0.923
83 H -3.594 -3.058 -0.995
84 H -5.922 -2.510 -0.281
85 H -4.746 1.522 0.492
86 O -2.847 0.046 5.335
87 S -3.196 -0.122 3.958
88 O -4.326 0.585 3.435
89 N -1.862 0.151 3.016
90 C -1.481 -0.944 2.434
91 O -0.443 -0.994 1.671
92 C -2.301 -2.155 2.696
93 C -2.147 -3.419 2.161
94 C -3.068 -4.393 2.533
95 C -4.107 -4.087 3.410
96 C -4.261 -2.808 3.933
97 C -3.338 -1.855 3.556
98 H -1.337 -3.626 1.470
99 H -2.984 -5.395 2.133
100 H -4.813 -4.860 3.691
101 H -5.078 -2.570 4.602

---

(3)
The following is a DFT calculation (wB97M-V/def2-TZVPD) of a structure of composition C40H34N6O3PbSSi.

For the HOMO-LUMO gap, the calculation gives 5.887 eV. The net charge is -2. The energy above the lowest of the compared OMol25 structures with the same formula, charge and spin comes out at 4.51 kcal per mole.

CARTESIAN COORDINATES (ANGSTROEM)
1 Pb -2.772 -0.374 0.255
2 O -4.436 1.149 -0.786
3 C -4.251 2.305 -1.299
4 C -5.126 2.741 -2.344
5 C -4.966 3.929 -3.016
6 C -3.934 4.805 -2.662
7 C -3.109 4.454 -1.612
8 C -3.225 3.247 -0.910
9 C -2.330 3.066 0.220
10 N -2.203 2.006 0.922
11 N -1.366 2.098 2.008
12 C -1.358 1.009 2.754
13 O -2.051 -0.048 2.640
14 C -0.380 1.052 3.894
15 C -0.531 0.154 4.947
16 C 0.419 0.081 5.954
17 C 1.542 0.898 5.912
18 C 1.690 1.804 4.871
19 C 0.736 1.885 3.868
20 H -5.919 2.054 -2.616
21 H -5.646 4.194 -3.819
22 H -3.791 5.736 -3.198
23 H -2.324 5.141 -1.309
24 H -1.750 3.951 0.511
25 H -1.392 -0.502 4.939
26 H 0.292 -0.617 6.775
27 H 2.304 0.815 6.679
28 H 2.567 2.441 4.840
29 H 0.851 2.574 3.041
30 C -1.618 -4.235 -2.715
31 C -1.972 -2.896 -2.117
32 N -2.605 -2.779 -1.005
33 N -2.867 -3.889 -0.284
34 C -3.594 -3.726 0.800
35 N -3.654 -4.855 1.604
36 S -4.551 -2.393 1.308
37 C -1.543 -1.665 -2.798
38 C -0.621 -1.708 -3.850
39 C -0.177 -0.528 -4.414
40 C -0.680 0.677 -3.948
41 C -1.621 0.635 -2.931
42 N -2.038 -0.493 -2.376
43 H -2.076 -5.003 -2.097
44 H -1.996 -4.315 -3.738
45 H -0.537 -4.391 -2.729
46 H -2.852 -5.462 1.509
47 H -3.920 -4.643 2.550
48 H -0.226 -2.650 -4.202
49 H 0.564 -0.550 -5.202
50 H -0.350 1.625 -4.352
51 H -2.074 1.545 -2.553
52 O -0.245 -0.678 0.040
53 Si 1.291 -0.442 0.038
54 C 2.242 -1.214 1.509
55 C 3.564 -1.658 1.425
56 C 4.232 -2.169 2.529
57 C 3.583 -2.253 3.754
58 C 2.263 -1.834 3.857
59 C 1.604 -1.324 2.747
60 C 2.247 -1.212 -1.437
61 C 2.238 -2.603 -1.567
62 C 2.931 -3.247 -2.581
63 C 3.662 -2.504 -3.500
64 C 3.677 -1.120 -3.398
65 C 2.977 -0.488 -2.377
66 C 1.859 1.379 0.043
67 C 3.136 1.776 0.443
68 C 3.526 3.107 0.407
69 C 2.635 4.079 -0.030
70 C 1.354 3.708 -0.416
71 C 0.975 2.373 -0.379
72 H 4.081 -1.607 0.472
73 H 5.263 -2.498 2.439
74 H 4.101 -2.646 4.622
75 H 1.754 -1.899 4.812
76 H 0.570 -1.006 2.826
77 H 1.664 -3.187 -0.853
78 H 2.916 -4.329 -2.658
79 H 4.210 -2.999 -4.294
80 H 4.244 -0.533 -4.113
81 H 2.993 0.595 -2.311
82 H 3.839 1.026 0.792
83 H 4.526 3.391 0.721
84 H 2.938 5.119 -0.065
85 H 0.649 4.463 -0.746
86 H -0.029 2.083 -0.670

---

Number 1: M 1024.4 g/mol, strongest force on any atom 1.7 eV/A. Number 2: M 1255.8 g/mol, strongest force on any atom 3.5 eV/A. Number 3: M 914.1 g/mol, strongest force on any atom 1.0 eV/A.